Here is an isolated molecule of C2H2F2OS from the OMol25 dataset. Energies are from ωB97M-V/def2-TZVPD.

Each line ends with the Löwdin charge.
Positions of all 8 atoms, in Å:
O  0.00  -2.18  0.01  0.131
C  -0.51  -1.12  0.07  -0.267
C  0.30  0.20  0.22  -0.661
F  -0.01  0.35  1.82  -0.142
F  1.62  0.09  0.15  0.073
S  -0.39  1.55  -0.79  0.889
H  -1.65  -0.74  -0.02  0.154
H  0.63  1.86  -1.46  -0.177

Summary:
SMILES: O=CC(F)(F)S
Multiplicity: 1
ΔE to the lowest compared entry with this formula, charge and spin, kcal/mol: 35.7